Run A
{
  "formula": "C42H112O42S14",
  "method": "the ωB97M-V functional and the def2-TZVPD basis",
  "e_homo_ev": -10.76,
  "lumo_ha": 0.0015,
  "homo_lumo_gap_ev": 10.80,
  "symbols": ["O", "S", "O", "O", "C", "C", "C", "H", "H", "H", "H", "H", "H", "H", "H", "O", "S", "O", "O", "C", "C", "C", "H", "H", "H", "H", "H", "H", "H", "H", "O", "S", "O", "O", "C", "C", "C", "H", "H", "H", "H", "H", "H", "H", "H", "O", "S", "O", "O", "C", "C", "C", "H", "H", "H", "H", "H", "H", "H", "H", "O", "S", "O", "O", "C", "C", "C", "H", "H", "H", "H", "H", "H", "H", "H", "O", "S", "O", "O", "C", "C", "C", "H", "H", "H", "H", "H", "H", "H", "H", "O", "S", "O", "O", "C", "C", "C", "H", "H", "H", "H", "H", "H", "H", "H", "O", "S", "O", "O", "C", "C", "C", "H", "H", "H", "H", "H", "H", "H", "H", "O", "S", "O", "O", "C", "C", "C", "H", "H", "H", "H", "H", "H", "H", "H", "O", "S", "O", "O", "C", "C", "C", "H", "H", "H", "H", "H", "H", "H", "H", "O", "S", "O", "O", "C", "C", "C", "H", "H", "H", "H", "H", "H", "H", "H", "O", "S", "O", "O", "C", "C", "C", "H", "H", "H", "H", "H", "H", "H", "H", "O", "S", "O", "O", "C", "C", "C", "H", "H", "H", "H", "H", "H", "H", "H", "O", "S", "O", "O", "C", "C", "C", "H", "H", "H", "H", "H", "H", "H", "H"],
  "xyz": [[-4.171, -4.108, -0.795], [-3.312, -4.644, -1.885], [-3.321, -6.067, -2.234], [-3.516, -3.798, -3.266], [-3.666, -2.337, -3.171], [-3.198, -1.848, -4.480], [-1.605, -4.215, -1.474], [-3.132, -1.959, -2.300], [-4.728, -2.193, -2.970], [-3.606, -2.322, -5.372], [-2.113, -1.863, -4.590], [-3.299, -0.764, -4.542], [-1.273, -5.074, -0.891], [-1.521, -3.351, -0.816], [-1.018, -4.148, -2.390], [0.111, -7.387, -1.619], [1.078, -7.196, -0.533], [2.509, -6.988, -0.835], [0.588, -6.026, 0.512], [1.298, -5.877, 1.671], [1.765, -4.403, 1.786], [0.872, -8.738, 0.476], [2.155, -6.549, 1.706], [0.671, -6.139, 2.523], [0.865, -3.789, 1.758], [2.389, -3.981, 0.997], [2.370, -4.213, 2.673], [1.680, -8.849, 1.199], [0.889, -9.519, -0.284], [-0.081, -8.805, 0.999], [-3.701, 0.951, -2.620], [-3.693, 1.935, -3.744], [-2.587, 1.991, -4.769], [-5.121, 1.809, -4.631], [-5.197, 2.629, -5.816], [-6.644, 2.577, -6.203], [-3.764, 3.732, -3.118], [-4.595, 2.135, -6.578], [-4.931, 3.679, -5.687], [-7.119, 1.596, -6.238], [-6.684, 3.030, -7.193], [-7.317, 3.211, -5.626], [-3.741, 4.323, -4.033], [-2.924, 3.933, -2.453], [-4.701, 3.863, -2.576], [3.686, 2.782, -5.079], [4.417, 2.582, -3.821], [4.785, 1.210, -3.381], [5.764, 3.553, -3.765], [6.715, 3.435, -2.702], [7.815, 4.501, -2.822], [3.541, 3.455, -2.484], [7.117, 2.431, -2.834], [6.322, 3.317, -1.692], [8.501, 4.400, -1.981], [7.437, 5.511, -2.670], [8.348, 4.275, -3.746], [4.084, 3.313, -1.550], [2.516, 3.088, -2.429], [3.340, 4.502, -2.711], [-3.063, -5.984, 4.289], [-2.124, -5.385, 3.364], [-0.843, -4.937, 3.932], [-1.859, -6.396, 2.066], [-3.004, -7.075, 1.564], [-2.951, -8.522, 2.022], [-2.826, -4.061, 2.420], [-2.915, -7.089, 0.477], [-3.988, -6.670, 1.799], [-3.316, -8.639, 3.043], [-1.986, -9.017, 1.916], [-3.685, -9.056, 1.418], [-1.899, -3.627, 2.046], [-3.251, -3.378, 3.155], [-3.587, -4.365, 1.701], [4.015, -3.149, -1.342], [5.347, -3.639, -1.024], [6.041, -4.454, -2.019], [6.327, -2.347, -0.627], [5.922, -1.406, 0.376], [5.452, -0.093, -0.216], [5.252, -4.483, 0.610], [6.721, -1.257, 1.103], [5.021, -1.785, 0.859], [4.538, -0.166, -0.806], [6.215, 0.329, -0.870], [5.254, 0.596, 0.605], [4.919, -3.690, 1.279], [6.248, -4.842, 0.866], [4.499, -5.268, 0.538], [-1.174, -0.850, 8.391], [-2.056, 0.320, 8.239], [-1.631, 1.712, 8.535], [-2.839, 0.365, 6.701], [-3.233, -0.839, 6.052], [-2.133, -1.150, 5.011], [-3.543, -0.003, 9.211], [-4.230, -0.632, 5.663], [-3.329, -1.703, 6.710], [-1.806, -0.324, 4.380], [-2.409, -1.991, 4.375], [-1.248, -1.486, 5.553], [-3.288, -0.254, 10.241], [-4.151, -0.796, 8.775], [-4.134, 0.902, 9.071], [3.340, 0.083, 4.955], [3.382, -1.287, 4.548], [3.640, -1.693, 3.145], [4.482, -2.059, 5.460], [5.742, -2.353, 4.896], [6.611, -1.148, 4.516], [1.861, -2.071, 5.074], [5.628, -2.986, 4.016], [6.371, -2.962, 5.546], [6.169, -0.726, 3.613], [7.599, -1.463, 4.180], [6.751, -0.369, 5.265], [1.991, -3.145, 4.940], [0.995, -1.663, 4.552], [1.697, -1.910, 6.139], [2.943, 2.646, 0.602], [2.786, 3.313, 1.886], [2.749, 4.768, 1.993], [1.520, 2.655, 2.709], [1.104, 3.263, 3.950], [0.329, 2.178, 4.672], [4.146, 2.615, 2.976], [0.611, 4.222, 3.793], [1.996, 3.580, 4.490], [-0.026, 2.428, 5.671], [0.902, 1.281, 4.907], [-0.508, 1.870, 4.046], [5.077, 2.988, 2.547], [3.941, 1.555, 2.826], [4.057, 2.953, 4.008], [-2.060, 9.712, 2.296], [-2.048, 8.522, 3.160], [-2.922, 8.312, 4.299], [-2.187, 7.248, 2.097], [-2.277, 5.853, 2.551], [-1.257, 4.992, 1.723], [-0.265, 8.208, 3.681], [-3.251, 5.424, 2.313], [-1.913, 5.786, 3.576], [-1.271, 3.908, 1.842], [-0.241, 5.371, 1.830], [-1.493, 5.271, 0.696], [-0.019, 7.148, 3.743], [-0.238, 8.538, 4.720], [0.423, 8.581, 2.923], [1.484, 0.252, -3.347], [1.293, -0.952, -4.183], [0.470, -2.106, -3.776], [0.637, -0.349, -5.577], [0.094, -1.154, -6.598], [-0.711, -0.185, -7.447], [2.948, -1.423, -4.902], [-0.620, -1.934, -6.335], [0.851, -1.583, -7.254], [-1.048, -0.801, -8.281], [-0.272, 0.716, -7.874], [-1.560, 0.104, -6.827], [3.397, -0.454, -5.116], [2.878, -1.908, -5.876], [3.514, -2.020, -4.187], [1.456, 5.004, -4.297], [0.162, 4.615, -4.788], [-1.039, 4.741, -3.944], [-0.138, 5.350, -6.175], [-1.377, 5.467, -6.704], [-1.931, 6.828, -6.182], [0.354, 2.859, -5.460], [-2.063, 4.694, -6.356], [-1.233, 5.466, -7.785], [-2.921, 7.044, -6.584], [-1.260, 7.670, -6.353], [-1.921, 6.774, -5.094], [-0.397, 2.600, -6.207], [0.444, 2.160, -4.629], [1.318, 2.754, -5.958], [-5.019, 0.693, 3.828], [-4.425, 0.217, 2.551], [-4.008, -1.204, 2.362], [-5.532, 0.522, 1.380], [-5.419, 0.053, 0.060], [-6.187, -1.216, -0.196], [-3.071, 1.326, 1.975], [-4.377, -0.134, -0.204], [-5.769, 0.875, -0.565], [-7.270, -1.121, -0.271], [-5.820, -1.883, 0.585], [-5.883, -1.636, -1.154], [-2.165, 0.964, 2.461], [-3.126, 2.338, 2.376], [-2.985, 1.411, 0.892], [0.200, -0.685, 2.414], [0.144, -0.621, 0.950], [-0.664, -1.649, 0.277], [-0.403, 0.908, 0.493], [-0.601, 1.104, -0.882], [-0.287, 2.584, -1.213], [1.924, -0.641, 0.263], [-1.663, 0.959, -1.080], [-0.063, 0.344, -1.449], [-0.425, 2.772, -2.278], [0.747, 2.834, -0.974], [-0.974, 3.235, -0.673], [2.356, -1.552, 0.677], [2.427, 0.270, 0.589], [2.032, -0.745, -0.816]]
}

Run B
{
  "formula": "C42H112O42S14",
  "method": "the ωB97M-V functional and the def2-TZVPD basis",
  "e_homo_ev": -10.82,
  "lumo_ha": 0.0067,
  "homo_lumo_gap_ev": 11.01,
  "symbols": ["O", "S", "O", "O", "C", "C", "C", "H", "H", "H", "H", "H", "H", "H", "H", "O", "S", "O", "O", "C", "C", "C", "H", "H", "H", "H", "H", "H", "H", "H", "O", "S", "O", "O", "C", "C", "C", "H", "H", "H", "H", "H", "H", "H", "H", "O", "S", "O", "O", "C", "C", "C", "H", "H", "H", "H", "H", "H", "H", "H", "O", "S", "O", "O", "C", "C", "C", "H", "H", "H", "H", "H", "H", "H", "H", "O", "S", "O", "O", "C", "C", "C", "H", "H", "H", "H", "H", "H", "H", "H", "O", "S", "O", "O", "C", "C", "C", "H", "H", "H", "H", "H", "H", "H", "H", "O", "S", "O", "O", "C", "C", "C", "H", "H", "H", "H", "H", "H", "H", "H", "O", "S", "O", "O", "C", "C", "C", "H", "H", "H", "H", "H", "H", "H", "H", "O", "S", "O", "O", "C", "C", "C", "H", "H", "H", "H", "H", "H", "H", "H", "O", "S", "O", "O", "C", "C", "C", "H", "H", "H", "H", "H", "H", "H", "H", "O", "S", "O", "O", "C", "C", "C", "H", "H", "H", "H", "H", "H", "H", "H", "O", "S", "O", "O", "C", "C", "C", "H", "H", "H", "H", "H", "H", "H", "H", "O", "S", "O", "O", "C", "C", "C", "H", "H", "H", "H", "H", "H", "H", "H"],
  "xyz": [[-7.752, -2.350, -7.798], [-6.624, -3.293, -7.774], [-5.319, -3.034, -7.189], [-7.221, -4.690, -7.060], [-7.406, -4.726, -5.610], [-6.134, -5.237, -4.922], [-6.400, -4.203, -9.444], [-8.264, -5.347, -5.352], [-7.605, -3.684, -5.359], [-5.969, -6.308, -5.045], [-6.152, -4.955, -3.870], [-5.204, -4.801, -5.285], [-5.590, -4.923, -9.321], [-6.076, -3.439, -10.150], [-7.318, -4.760, -9.630], [4.791, -8.126, 10.296], [5.685, -6.963, 10.172], [5.411, -5.757, 10.857], [7.200, -7.488, 10.567], [8.279, -6.634, 10.535], [9.146, -6.769, 11.830], [6.026, -6.709, 8.347], [7.846, -5.644, 10.392], [8.934, -6.941, 9.720], [8.543, -6.479, 12.691], [10.143, -6.343, 11.941], [9.219, -7.853, 11.920], [6.398, -7.612, 7.863], [6.650, -5.817, 8.413], [4.999, -6.592, 8.001], [-3.336, 3.177, -11.271], [-2.034, 3.749, -11.658], [-1.408, 3.389, -12.934], [-2.102, 5.400, -11.663], [-2.994, 6.020, -10.697], [-2.670, 7.486, -10.619], [-0.776, 3.569, -10.288], [-2.892, 5.655, -9.675], [-4.009, 5.873, -11.065], [-3.142, 7.911, -11.505], [-1.594, 7.617, -10.512], [-3.091, 8.077, -9.805], [0.239, 3.774, -10.627], [-0.881, 2.541, -9.941], [-1.168, 4.094, -9.417], [3.413, 9.343, -3.367], [3.410, 9.080, -4.805], [2.229, 8.647, -5.501], [4.136, 10.410, -5.542], [4.919, 11.241, -4.781], [5.362, 12.520, -5.446], [4.668, 7.847, -5.154], [5.762, 10.614, -4.491], [4.438, 11.491, -3.835], [6.023, 12.438, -6.310], [5.837, 13.239, -4.778], [4.466, 13.072, -5.731], [5.594, 8.411, -5.041], [4.528, 7.424, -6.149], [4.478, 7.122, -4.362], [-4.815, 0.494, 11.716], [-3.466, 0.981, 11.488], [-2.295, 0.152, 11.825], [-3.322, 1.434, 9.882], [-4.385, 1.904, 9.110], [-4.247, 1.418, 7.644], [-3.305, 2.738, 12.107], [-4.297, 2.990, 9.109], [-5.391, 1.645, 9.440], [-3.173, 1.450, 7.460], [-4.652, 2.011, 6.823], [-4.478, 0.360, 7.525], [-4.078, 3.461, 11.846], [-2.349, 3.167, 11.805], [-3.390, 2.582, 13.182], [-5.172, 10.200, 1.236], [-3.975, 10.016, 0.386], [-4.015, 8.938, -0.594], [-3.793, 11.396, -0.507], [-2.593, 11.562, -1.236], [-2.777, 12.677, -2.286], [-2.456, 10.041, 1.371], [-2.323, 10.687, -1.828], [-1.718, 11.732, -0.609], [-2.782, 13.679, -1.856], [-3.756, 12.606, -2.761], [-1.971, 12.647, -3.019], [-2.338, 11.077, 1.687], [-1.547, 9.642, 0.921], [-2.616, 9.431, 2.261], [9.042, 9.129, -0.848], [9.172, 8.834, 0.594], [10.127, 7.847, 0.997], [9.529, 10.244, 1.380], [8.985, 11.457, 0.892], [9.875, 12.110, -0.151], [7.480, 8.489, 1.285], [8.980, 12.108, 1.766], [7.939, 11.321, 0.614], [10.951, 12.198, 0.002], [9.565, 13.136, -0.349], [9.824, 11.537, -1.078], [7.015, 7.741, 0.643], [6.885, 9.388, 1.125], [7.734, 8.153, 2.291], [-12.669, 8.147, -8.556], [-12.433, 6.818, -8.004], [-12.659, 5.637, -8.825], [-10.839, 6.895, -7.438], [-10.257, 5.617, -7.151], [-9.346, 5.855, -5.959], [-13.278, 6.661, -6.394], [-9.646, 5.402, -8.028], [-10.956, 4.796, -6.993], [-8.477, 6.501, -6.079], [-8.980, 4.938, -5.497], [-9.851, 6.365, -5.138], [-14.343, 6.544, -6.597], [-13.081, 7.587, -5.854], [-12.744, 5.800, -5.992], [4.157, -3.368, -7.331], [4.571, -3.810, -8.638], [3.579, -3.804, -9.718], [5.907, -2.965, -9.037], [6.426, -2.957, -10.409], [6.181, -1.780, -11.206], [5.137, -5.593, -8.531], [6.144, -3.890, -10.896], [7.500, -3.137, -10.459], [6.326, -0.884, -10.603], [5.180, -1.800, -11.638], [6.904, -1.638, -12.009], [4.236, -6.206, -8.529], [5.778, -5.615, -7.650], [5.671, -5.836, -9.449], [3.079, 5.273, 8.034], [3.910, 4.108, 8.312], [5.358, 4.238, 8.381], [3.341, 3.350, 9.677], [3.952, 2.312, 10.321], [4.752, 2.889, 11.459], [3.495, 2.776, 7.086], [4.590, 1.936, 9.521], [3.310, 1.469, 10.578], [5.318, 3.793, 11.234], [5.471, 2.116, 11.731], [4.167, 3.172, 12.334], [3.761, 3.130, 6.090], [2.435, 2.526, 7.109], [4.201, 1.963, 7.254], [-5.416, -5.483, 11.020], [-4.604, -6.365, 10.113], [-3.935, -7.541, 10.655], [-5.542, -6.791, 8.806], [-6.473, -5.963, 8.190], [-6.248, -6.098, 6.624], [-3.408, -5.396, 9.134], [-6.304, -4.905, 8.395], [-7.518, -6.135, 8.449], [-6.873, -6.876, 6.184], [-5.202, -6.286, 6.384], [-6.520, -5.216, 6.045], [-2.917, -6.115, 8.478], [-2.645, -5.093, 9.851], [-3.875, -4.594, 8.562], [-0.496, -13.695, 4.536], [-1.686, -12.817, 4.490], [-1.543, -11.357, 4.360], [-2.868, -13.362, 3.429], [-3.091, -14.784, 3.312], [-2.267, -15.275, 2.175], [-2.683, -12.944, 6.092], [-4.147, -14.876, 3.058], [-2.874, -15.269, 4.264], [-2.531, -16.309, 1.957], [-1.185, -15.292, 2.306], [-2.492, -14.730, 1.258], [-2.244, -12.286, 6.842], [-2.648, -13.971, 6.457], [-3.646, -12.521, 5.807], [-1.031, 2.048, 0.860], [-0.484, 1.087, -0.145], [0.911, 1.228, -0.639], [-0.838, -0.436, 0.352], [0.193, -1.407, 0.492], [-0.341, -2.742, 1.083], [-1.562, 1.116, -1.680], [1.094, -1.075, 1.009], [0.487, -1.645, -0.531], [0.468, -3.286, 1.570], [-0.634, -3.362, 0.236], [-1.205, -2.597, 1.731], [-2.585, 1.058, -1.309], [-1.246, 0.353, -2.391], [-1.242, 2.051, -2.139], [5.533, -12.435, -1.160], [5.072, -11.409, -2.138], [5.706, -10.085, -2.193], [5.149, -12.040, -3.666], [5.456, -13.466, -3.812], [4.311, -14.473, -3.418], [3.251, -11.121, -1.985], [6.334, -13.763, -3.238], [5.708, -13.626, -4.860], [3.885, -14.236, -2.443], [4.537, -15.538, -3.364], [3.535, -14.419, -4.182], [3.080, -10.636, -1.024], [2.817, -12.119, -1.927], [2.979, -10.576, -2.889]]
}

How do the energies compare? Relative to the most stable structure, in kcal/mol: run A 0.0; run B 115.4.